Entry A
The following is a quantum chemistry calculation of the molecule C2H9N5O, from the Open Molecules 2025 dataset.

```
17
Properties=species:S:1:pos:R:3:nbo_charge:R:1
H 0.32376 2.25553 -2.67944 0.391
N 0.16419 1.76847 -1.81140 -0.917
C 1.08014 1.62864 -0.91990 0.817
O 2.17193 1.87414 -0.50736 -0.611
N 0.08441 0.64365 0.10686 -0.276
N -0.14815 1.29462 1.35060 -0.657
N 0.61299 -0.67630 0.11075 -0.484
C -0.32571 -1.69923 0.58887 -0.067
N -1.36722 -2.01644 -0.35473 -0.827
H -0.61562 0.92589 -0.83429 0.481
H -0.71419 0.71116 1.95929 0.352
H 0.75463 1.46625 1.79065 0.360
H 1.49342 -0.66548 0.62208 0.362
H 0.27399 -2.59259 0.77521 0.197
H -0.80496 -1.42800 1.54044 0.154
H -2.01115 -1.24435 -0.47788 0.358
H -0.97247 -2.24597 -1.25974 0.367
```

HOMO energy = -0.358 hartree
Orbital gap = 0.3857 hartree
LUMO = 0.8 eV

***

Entry B
The following is a quantum chemistry calculation of a cluster of 2 separate species, C2H9N5O in total, from the Open Molecules 2025 dataset.

```
17
Properties=species:S:1:pos:R:3:nbo_charge:R:1
C -0.26886 -1.01532 0.26870 0.597
C 0.71363 -2.20567 -0.10221 -0.696
N 1.83585 1.82955 0.15556 -0.645
N -2.58542 0.86852 -0.51391 -0.569
N 1.46776 0.49505 -0.02173 -0.228
N -1.58240 1.65272 -0.10914 -0.390
N 0.23463 0.23972 0.43714 -0.299
O -1.45562 -1.25011 0.56726 -0.629
H 0.21877 -3.13771 -0.02695 0.241
H 1.19150 -2.01201 -1.20153 0.193
H 1.53177 -2.11964 0.52129 0.219
H 1.02673 2.34686 0.57438 0.389
H 2.65340 1.85828 0.79909 0.356
H -2.32040 0.67532 -1.56719 0.379
H -2.83563 0.16245 0.18956 0.409
H 1.86394 -0.10412 -0.85198 0.367
H -1.68967 1.71610 0.88167 0.307
```

HOMO energy (spin up / spin down) = -0.286 / -0.254 hartree
Orbital gap (spin up / spin down) = 0.3167 / 0.2377 hartree
LUMO (spin up / spin down) = 0.8 / -0.4 eV

***

Least stable: entry B

***

Entry A
The following is a quantum chemistry calculation of the ion C12H17N2 with charge +1, from the Open Molecules 2025 dataset.

```
31
Properties=species:S:1:pos:R:3:nbo_charge:R:1
C -4.46900 -0.50242 -0.64118 -0.707
C -3.09194 -0.57027 -0.32991 0.114
C -1.95119 -0.69755 0.03343 0.043
N -0.60223 -0.63066 0.24408 -0.356
C 0.06587 -0.92258 1.47753 -0.043
C 1.30218 -1.23087 1.23502 0.015
C 2.54607 -1.75650 0.69512 -0.348
C 1.54860 -1.07841 -0.31157 -0.092
C 0.18780 -1.57942 -0.78616 -0.168
C 1.57615 0.47127 -0.58651 -0.251
C 2.10328 0.79144 -1.94446 -0.627
C 0.09790 0.93388 -0.30737 0.220
N -0.03222 1.92827 0.60847 -0.576
C 0.48127 1.94660 1.96173 -0.431
H -5.09840 -0.32533 0.18227 0.260
H -4.74701 0.22643 -1.41342 0.258
H -4.66065 -1.50142 -1.03909 0.259
H -0.57158 -0.76274 2.28943 0.240
H 3.43847 -1.22687 0.85168 0.255
H 2.69739 -2.78816 0.58254 0.263
H -0.17802 -1.27892 -1.70604 0.221
H 0.00672 -2.65918 -0.63475 0.250
H 2.17594 1.07083 0.25748 0.238
H 2.17891 1.82543 -2.05926 0.230
H 1.32272 0.66274 -2.77825 0.215
H 3.08994 0.32669 -2.18669 0.248
H -0.49449 1.16136 -1.22188 0.234
H -0.87935 2.34614 0.53108 0.388
H 1.42283 1.34112 2.04807 0.216
H 0.70702 2.96441 2.20898 0.229
H -0.17300 1.51467 2.73962 0.203
```

HOMO energy = -0.458 hartree
Total charge = +1
Orbital gap = 0.3646 hartree
LUMO = -2.5 eV

***

Entry B
The following is a quantum chemistry calculation of the ion C12H17N2 with charge +1, from the Open Molecules 2025 dataset.

```
31
Properties=species:S:1:pos:R:3:nbo_charge:R:1
C 3.32461 0.13724 -0.60378 -0.222
C 3.11759 -1.19785 -0.41999 -0.178
C 2.30008 0.99909 -0.43580 -0.147
C 1.83322 -1.65018 -0.13024 -0.211
C 0.98754 0.57052 -0.02217 -0.135
C 0.72967 -0.90659 0.01153 0.081
C -1.25057 1.11427 0.52334 -0.455
C -2.06906 0.69638 -0.71372 -0.208
C -1.51366 -1.75790 -0.71768 0.067
C 0.11108 1.61802 0.31305 0.074
C 0.54654 2.93477 0.48275 -0.658
C -0.36557 -2.71398 1.18441 -0.443
N -0.49253 -1.62070 0.24836 -0.371
N -1.54854 -0.49172 -1.50330 -0.535
H 4.37899 0.32671 -0.86571 0.236
H 3.98663 -1.92057 -0.49323 0.236
H 2.73403 2.00777 -0.63347 0.237
H 1.71320 -2.77909 -0.20168 0.228
H -1.94338 1.82588 0.85584 0.240
H -1.30818 0.27219 1.18534 0.244
H -3.11180 0.36980 -0.28127 0.221
H -2.35031 1.39760 -1.45801 0.222
H -2.46549 -1.88449 -0.38151 0.177
H 1.60778 2.98520 1.12485 0.245
H -0.19864 3.51546 0.88394 0.231
H 0.83963 3.40040 -0.50296 0.243
H -1.26270 -2.62552 1.70432 0.214
H -0.43652 -3.74775 0.73706 0.226
H 0.48142 -2.75371 1.98899 0.260
H -2.18351 -0.50129 -2.26255 0.436
H -0.64492 -0.17940 -1.84186 0.445
```

HOMO energy (spin up / spin down) = -0.426 / -0.382 hartree
Total charge = +1
Orbital gap (spin up / spin down) = 0.2778 / 0.2312 hartree
LUMO (spin up / spin down) = -4.0 / -4.1 eV

***

Least stable: entry A

***

Entry A
The following is a quantum chemistry calculation of the molecule C23H30N4O4, from the Open Molecules 2025 dataset.

```
61
Properties=species:S:1:pos:R:3:nbo_charge:R:1
C 2.04352 2.29086 3.30506 -0.712
C 0.60378 1.90849 3.33920 0.347
C 0.07370 1.30752 4.59939 -0.544
C 0.43623 -0.19048 4.55116 0.691
O 1.20263 -0.70465 5.33175 -0.619
N -0.20125 -0.83489 3.55855 -0.615
C 0.13907 -2.17721 3.14559 -0.218
C 0.62537 -2.19218 1.69709 -0.419
C 1.08458 -3.58920 1.28199 -0.206
N 1.77717 -3.57203 0.00700 -0.437
C 0.89161 -3.34969 -1.12107 -0.255
C 1.72588 -3.22455 -2.39506 -0.073
O 2.49690 -4.38003 -2.62142 -0.522
C 3.34229 -4.62384 -1.52168 -0.073
C 2.54576 -4.78220 -0.22629 -0.247
N -0.22622 1.96637 2.37175 -0.315
N 0.19190 2.33949 1.10806 -0.470
C 1.16713 1.74077 0.39246 0.626
O 1.91534 0.88037 0.81159 -0.624
C 1.25459 2.27604 -1.04248 -0.159
O 0.02478 2.71520 -1.56497 -0.521
C -0.91368 1.77185 -1.90074 0.382
C -0.78616 0.42643 -1.66418 -0.347
C -1.80909 -0.45548 -2.04738 -0.183
C -2.94532 0.00185 -2.64800 -0.208
C -3.11368 1.38046 -2.89740 -0.076
C -4.27464 1.89293 -3.51207 -0.174
C -4.41325 3.23272 -3.74498 -0.207
C -3.39549 4.12359 -3.37472 -0.215
C -2.25670 3.66011 -2.77614 -0.202
C -2.08816 2.28440 -2.52292 -0.045
H 2.61984 1.48915 2.83888 0.279
H 2.18373 3.18448 2.69632 0.230
H 2.42560 2.46044 4.30701 0.229
H 0.53369 1.74530 5.48276 0.240
H -1.01037 1.40706 4.64419 0.245
H -0.74803 -0.28087 2.91391 0.407
H -0.73681 -2.82766 3.25509 0.187
H 0.92078 -2.52580 3.82441 0.228
H 1.45803 -1.49686 1.57880 0.239
H -0.19101 -1.85285 1.05542 0.187
H 1.79269 -3.95483 2.03001 0.198
H 0.22064 -4.27969 1.26978 0.161
H 0.34148 -2.42265 -0.96645 0.200
H 0.16989 -4.18027 -1.23707 0.166
H 1.08335 -3.10590 -3.26969 0.193
H 2.38566 -2.34877 -2.30132 0.167
H 3.89080 -5.53852 -1.75293 0.193
H 4.04960 -3.78940 -1.40427 0.167
H 3.23614 -4.93135 0.60623 0.205
H 1.89156 -5.66950 -0.30927 0.165
H -0.50651 2.87408 0.60453 0.411
H 1.72146 1.51229 -1.67513 0.208
H 1.89915 3.16149 -1.03613 0.221
H 0.09152 0.02351 -1.18279 0.226
H -1.68052 -1.51098 -1.85762 0.214
H -3.72901 -0.68119 -2.93955 0.214
H -5.05494 1.20174 -3.79665 0.211
H -5.30666 3.61437 -4.21706 0.215
H -3.51747 5.17925 -3.56709 0.215
H -1.46624 4.33706 -2.49114 0.222
```

HOMO energy = -0.305 hartree
Orbital gap = 0.3210 hartree
LUMO = 0.4 eV

***

Entry B
The following is a quantum chemistry calculation of a structure of composition C23H30N4O4, from the Open Molecules 2025 dataset.

```
61
Properties=species:S:1:pos:R:3:nbo_charge:R:1
C -6.62041 -5.40886 -0.64596 -0.413
C -5.72710 -6.48603 -0.66043 -0.019
C -5.99048 -7.97498 -0.32665 -0.622
H -5.58846 -8.12685 0.56314 0.220
H -5.52972 -8.41239 -1.34848 0.281
H -7.08946 -7.85418 -0.36518 0.220
C -4.30603 -5.93006 -0.89735 0.592
O -3.42321 -6.94729 -1.64367 -0.749
N -3.62002 -4.94084 -0.48260 -0.547
C -2.49185 -4.38826 -0.58326 0.164
C -2.09985 -3.18456 0.22468 -0.166
C -0.81986 -2.51407 0.00104 -0.132
C -0.00478 -3.11143 -0.89719 -0.185
C -0.15402 -4.40683 -1.21313 -0.214
C -1.33175 -5.01348 -1.33845 -0.121
H -1.61583 -5.82144 -1.63560 0.219
H 0.49128 -4.77747 -1.90683 0.215
H 0.95947 -2.58895 -0.72056 0.221
C -0.76763 -1.39362 0.66824 0.098
N -1.75272 -0.62065 1.44283 -0.059
O -1.23003 0.53790 1.76111 -0.389
C 0.10077 0.88120 1.66084 0.302
C 0.95694 0.92496 2.85649 -0.485
C 2.00601 1.97184 2.46419 -0.061
N 1.69177 2.52909 1.16809 -0.426
C 1.93142 3.81109 0.90824 0.624
O 2.88811 4.37296 1.29388 -0.597
C 1.31562 4.58293 -0.05517 -0.453
C 1.58189 4.38996 -1.49530 -0.339
C 3.00179 4.57024 -1.87932 -0.370
C 3.51425 5.97590 -1.91015 -0.369
C 4.38379 6.48033 -0.88523 -0.601
H 4.42492 7.53028 -0.73359 0.212
H 5.24301 6.09936 -0.95854 0.188
H 3.84924 6.23943 0.12991 0.215
H 2.57601 6.52422 -1.78614 0.188
H 4.03785 6.19842 -3.00301 0.183
H 3.14519 4.18549 -2.66631 0.182
H 3.75354 4.06120 -1.12888 0.180
H 1.06333 4.86360 -2.10311 0.194
H 1.25581 3.22454 -1.62153 0.168
H 1.47702 5.90691 0.24195 0.217
H 0.16168 4.70589 -0.01091 0.229
C 0.11611 2.26077 0.71565 -0.215
H 0.27560 2.09461 -0.30362 0.215
H -0.77145 2.66708 1.06384 0.222
H 2.24871 2.54884 3.04981 0.172
C 3.09521 1.07374 1.71126 0.688
O 3.39910 -0.21062 1.69277 -0.608
N 4.38976 1.99019 1.57522 -0.829
H 5.19901 1.42900 1.13042 0.403
H 4.23936 2.84849 1.53140 0.363
H 1.29651 -0.20906 3.06023 0.289
H 0.16095 1.43393 3.52017 0.246
C 0.28971 -0.44883 0.63128 -0.475
H 1.22634 -0.96889 1.22772 0.255
H 0.72060 -0.11302 -0.51519 0.225
H -3.01145 -2.57236 0.66425 0.221
H -4.35113 -4.45047 0.18129 0.403
H -7.84898 -5.61098 -0.34049 0.214
H -6.32148 -4.42789 -1.07811 0.214
```

HOMO energy = -0.292 hartree
Orbital gap = 0.2729 hartree
LUMO = -0.5 eV

***

Least stable: entry B

***

Entry A
The following is a quantum chemistry calculation of a structure of composition C6H15F5MnN3OTe, from the Open Molecules 2025 dataset.

```
32
Properties=species:S:1:pos:R:3:nbo_charge:R:1
Mn -0.43429 -0.05880 -0.41252 1.642
C -0.94360 1.16046 2.28701 -0.234
C -0.68732 2.38496 1.38610 -0.240
N -0.09728 1.99031 0.07963 -0.655
C 1.33096 2.37988 -0.08782 -0.236
C 2.13548 1.25918 -0.73672 -0.241
N 1.74519 -0.05654 -0.17818 -0.639
C 2.24327 -0.37985 1.17582 -0.233
C 1.37765 0.22142 2.28936 -0.237
N -0.03804 0.05251 1.95569 -0.684
H -0.86132 1.46203 3.33463 0.213
H -1.95606 0.79745 2.11517 0.235
H -1.63588 2.89247 1.22428 0.245
H -0.02252 3.09227 1.87998 0.210
H -0.63505 2.43160 -0.66416 0.431
H 1.41474 3.27666 -0.70071 0.241
H 1.74732 2.61774 0.88686 0.209
H 1.92541 1.22652 -1.80582 0.238
H 3.20300 1.44392 -0.59354 0.223
H 2.10966 -0.76687 -0.80540 0.419
H 2.20340 -1.46479 1.26839 0.227
H 3.27911 -0.05133 1.28545 0.221
H 1.62836 -0.28545 3.22231 0.231
H 1.58564 1.27909 2.43675 0.201
H -0.40180 -0.80414 2.35547 0.407
F -2.94683 1.44809 -2.39664 -0.590
Te -2.58779 -0.44117 -2.06316 2.857
F -4.46608 -0.46263 -1.97493 -0.588
F -2.87590 -2.38763 -2.05323 -0.525
F -0.61395 0.61364 -2.43773 -0.672
F -0.49257 -1.64709 -1.14012 -0.607
O -2.35850 -0.10633 -0.30052 -1.069
```

HOMO energy (spin up / spin down) = -0.504 / -0.534 hartree
Total charge = +1
Spin multiplicity = 6
Orbital gap (spin up / spin down) = 0.3073 / 0.2583 hartree
LUMO (spin up / spin down) = -5.3 / -7.5 eV

***

Entry B
The following is a quantum chemistry calculation of a structure of composition C6H15F5MnN3OTe, from the Open Molecules 2025 dataset.

```
32
Properties=species:S:1:pos:R:3:nbo_charge:R:1
Mn -0.13513 -0.51453 -0.92526 1.495
C -1.14153 2.16147 0.06564 -0.236
C -2.30733 1.16397 0.01334 -0.318
N -1.76183 -0.14843 0.07564 -0.348
C -0.29653 -0.67333 2.52294 -0.279
C 0.97577 -1.09553 1.90674 -0.318
N 1.26827 -0.32663 0.65344 -0.577
C 1.64297 1.08127 0.92124 -0.246
C 1.31357 1.95827 -0.29316 -0.238
N -0.04363 1.62167 -0.77786 -0.604
H -0.78743 2.22597 1.09534 0.218
H -1.44593 3.15727 -0.27446 0.243
H -2.88363 1.29997 -0.92266 0.286
H -3.01463 1.32887 0.84064 0.267
H -2.48543 -0.86373 0.13864 0.407
H -1.11293 -1.36333 2.57684 0.197
H -0.38423 0.24727 3.06854 0.178
H 0.92147 -2.14763 1.62584 0.256
H 1.81997 -0.94623 2.59974 0.231
H 2.06217 -0.79963 0.20954 0.440
H 2.71127 1.16777 1.14974 0.248
H 1.07287 1.41167 1.79314 0.211
H 2.01557 1.73937 -1.09966 0.247
H 1.39657 3.01967 -0.03706 0.231
H -0.15483 2.00457 -1.72336 0.429
F -1.75403 -3.06803 -2.92876 -0.688
Te 0.20167 -2.66553 -2.63756 2.515
F 0.19157 -4.55133 -2.39546 -0.609
F 2.10617 -3.00263 -1.97116 -0.701
F -1.10653 -0.53253 -2.40946 -0.506
F 1.30267 -0.55703 -1.98536 -0.532
O -0.18693 -2.33293 -0.87576 -0.900
```

HOMO energy (spin up / spin down) = -0.481 / -0.503 hartree
Total charge = +1
Spin multiplicity = 6
Orbital gap (spin up / spin down) = 0.2606 / 0.2221 hartree
LUMO (spin up / spin down) = -6.0 / -7.6 eV

***

Least stable: entry B

***

Entry A
The following is a quantum chemistry calculation of a cluster of 2 separate species, C2HBrO2 in total, from the Open Molecules 2025 dataset.

```
6
Properties=species:S:1:pos:R:3:nbo_charge:R:1
C -0.54201 0.98780 -2.12865 1.015
C 0.27444 -1.69793 -0.46000 -0.334
O 0.45705 1.47341 -2.15155 -0.491
O -1.53925 0.40750 -2.09861 -0.522
Br 1.92170 -1.10744 -0.60740 0.203
H -0.39649 -1.02848 0.17654 0.128
```

HOMO energy (spin up / spin down) = -0.324 / -0.324 hartree
Orbital gap (spin up / spin down) = 0.2896 / 0.2896 hartree
LUMO (spin up / spin down) = -0.9 / -0.9 eV

***

Entry B
The following is a quantum chemistry calculation of a cluster of 2 separate species, C2HBrO2 in total, from the Open Molecules 2025 dataset.

```
6
Properties=species:S:1:pos:R:3:nbo_charge:R:1
C -0.40434 -2.17624 0.21118 1.005
C 0.52967 -0.33207 -0.49290 -0.261
O -0.63284 -2.95198 -0.64534 -0.503
O -0.29455 -1.54629 1.14744 -0.500
Br 2.32576 -0.24295 -0.00995 0.125
H -0.08981 0.23064 0.20002 0.133
```

HOMO energy = -0.347 hartree
Orbital gap = 0.3056 hartree
LUMO = -1.1 eV

***

Least stable: entry B